Entry 1:
Molecular formula: C31H43LuN3O7PSTe
Method: DFT, the ωB97M-V functional and the def2-TZVPD basis

XYZ file:
```
88
Properties=species:S:1:pos:R:3:mulliken_charge:R:1
Lu -0.262 1.021 0.320 2.065
C -1.439 4.853 -0.852 -0.377
O -0.443 5.491 -0.033 -0.511
C -0.348 5.006 1.229 0.342
C -0.635 5.875 2.281 -0.385
C -0.555 5.468 3.605 -0.705
C -0.190 4.163 3.899 -0.724
C 0.120 3.255 2.860 0.633
C 0.581 1.969 3.223 -0.488
N 0.507 0.952 2.379 0.871
N 1.265 -0.150 2.617 -1.223
C 1.912 -0.531 1.523 0.072
O 1.792 0.038 0.373 -1.037
C 2.860 -1.648 1.694 0.436
C 3.793 -1.873 0.690 0.141
C 4.737 -2.885 0.824 -0.917
C 4.762 -3.658 1.981 -0.391
C 3.853 -3.413 3.004 -0.776
C 2.891 -2.411 2.861 -0.045
C 0.094 3.670 1.492 0.418
O 0.499 2.914 0.503 -0.986
H -1.430 5.382 -1.818 0.336
H -2.434 4.914 -0.387 0.232
H -1.202 3.795 -1.036 -0.069
H -0.931 6.896 2.025 0.434
H -0.791 6.162 4.418 0.368
H -0.132 3.819 4.938 0.413
H 1.073 1.807 4.185 0.449
H 3.807 -1.228 -0.197 0.731
H 5.469 -3.066 0.034 0.400
H 5.508 -4.445 2.096 0.405
H 3.901 -3.992 3.930 0.379
H 2.177 -2.200 3.660 0.447
C 1.042 -4.816 0.557 -0.875
C 1.144 -4.684 -0.964 -0.349
C 0.308 -3.540 -1.497 -1.098
S 1.006 -1.910 -0.963 1.300
O -0.282 -1.171 -0.570 -0.912
C 1.315 -1.243 -2.655 -0.928
C 2.311 -2.022 -3.502 -0.391
C 3.768 -1.687 -3.204 -1.089
H 1.772 -5.542 0.945 0.387
H 0.037 -5.153 0.876 0.279
H 1.242 -3.848 1.060 0.100
H 0.822 -5.630 -1.452 0.449
H 2.202 -4.554 -1.257 0.156
H -0.712 -3.567 -1.069 0.532
H 0.250 -3.546 -2.598 0.564
H 1.677 -0.215 -2.486 0.342
H 0.325 -1.220 -3.141 0.294
H 2.102 -1.823 -4.575 0.401
H 2.157 -3.113 -3.395 0.192
H 3.971 -0.604 -3.331 0.301
H 4.443 -2.224 -3.891 0.465
H 4.050 -1.979 -2.173 0.025
C -1.497 1.265 -6.266 -1.434
C -1.157 1.333 -4.816 1.224
C -1.814 0.502 -3.891 -1.051
C -1.475 0.551 -2.567 -0.624
N -0.523 1.367 -2.065 0.518
C 0.115 2.180 -2.942 -0.609
C -0.176 2.189 -4.296 -1.141
H -1.416 0.224 -6.640 0.333
H -0.821 1.895 -6.875 0.369
H -2.541 1.609 -6.435 0.293
H -2.615 -0.174 -4.218 0.491
H -1.972 -0.122 -1.874 0.624
H 0.881 2.838 -2.539 0.574
H 0.376 2.872 -4.954 0.341
C -3.810 0.922 4.412 -1.206
C -3.498 1.875 3.282 0.584
O -4.075 1.357 2.041 -0.366
P -3.169 1.160 0.736 -0.470
O -2.022 2.144 0.738 0.040
Te -4.533 1.039 -1.136 -0.282
O -2.326 -0.236 1.072 -0.127
C -3.149 -1.452 0.999 -0.622
C -2.412 -2.597 1.646 -0.927
H -3.446 1.371 5.351 0.400
H -3.296 -0.048 4.256 0.214
H -4.901 0.749 4.507 0.311
H -2.411 2.016 3.146 -0.333
H -3.942 2.871 3.429 0.364
H -3.361 -1.637 -0.067 0.312
H -4.095 -1.226 1.513 0.432
H -1.423 -2.740 1.176 0.005
H -2.999 -3.523 1.512 0.395
H -2.254 -2.430 2.729 0.285
```

The value obtained for the energy relative to the best compared isomer or geometry (same formula, charge and spin) is 0.0 kcal/mol. Its total energy is -4141.33429 Ha. The net charge is 0. The HOMO-LUMO gap comes out at 7.38 eV.


Entry 2:
Molecular formula: C31H43N4O26P
Method: DFT, the ωB97M-V functional and the def2-TZVPD basis

XYZ file:
```
105
Properties=species:S:1:pos:R:3:mulliken_charge:R:1
C 0.704 2.362 -0.938 -0.044
C 1.472 0.963 -1.439 0.176
O 0.982 0.428 -2.582 -0.630
N 2.626 0.316 -0.718 0.276
C 2.495 0.356 0.786 -0.757
C 3.984 0.840 -1.193 0.224
C 4.331 2.359 -0.608 0.112
N 4.225 3.583 -0.157 -0.596
C 4.277 0.640 -2.782 0.586
C 5.936 0.491 -2.938 0.010
N 7.223 0.362 -3.023 -0.558
P 3.734 2.003 -3.968 0.141
N 2.576 1.180 -5.108 -0.683
O 2.776 3.261 -3.253 -0.439
H 0.305 2.887 -1.932 0.317
H -0.182 2.066 -0.213 -0.094
H 1.501 3.071 -0.458 0.020
H 2.180 1.388 1.237 0.339
H 3.534 0.036 1.274 0.358
H 1.726 -0.508 1.077 0.218
H 4.772 0.138 -0.631 -0.029
H 3.832 -0.422 -3.096 0.330
H 1.620 1.608 -4.916 0.315
H 2.442 0.175 -4.785 0.337
H 3.367 4.071 -3.163 0.322
O -2.174 2.527 0.523 -0.619
C -2.342 1.389 0.928 0.663
O -1.549 0.774 1.854 -0.279
C -2.199 -0.429 2.217 -0.159
C -3.068 -0.720 1.037 0.050
O -3.348 0.564 0.514 -0.355
H -1.470 -1.223 2.404 0.337
H -2.779 -0.257 3.130 0.075
H -2.550 -1.308 0.271 -0.121
H -3.991 -1.235 1.316 0.365
O 4.953 -1.237 0.479 -0.599
C 5.518 -2.129 -0.132 0.480
O 6.505 -2.916 0.388 -0.327
C 6.733 -3.958 -0.542 -0.345
C 6.252 -3.378 -1.832 -0.386
O 5.246 -2.469 -1.426 -0.194
H 7.794 -4.223 -0.575 0.309
H 6.156 -4.837 -0.237 0.279
H 7.036 -2.824 -2.360 0.291
H 5.841 -4.138 -2.502 0.303
O -0.041 8.724 -1.016 -0.584
C -0.210 7.585 -0.610 0.588
O 0.583 6.971 0.315 -0.346
C -0.067 5.767 0.678 -0.221
C -0.935 5.476 -0.502 0.144
O -1.215 6.761 -1.025 -0.352
H 0.662 4.974 0.865 0.212
H -0.646 5.939 1.591 0.235
H -0.418 4.888 -1.267 0.084
H -1.859 4.961 -0.223 0.261
O -2.399 -5.242 -1.559 -0.530
C -2.032 -4.189 -2.052 0.602
O -2.779 -3.438 -2.914 -0.348
C -2.104 -2.204 -3.074 -0.308
C -0.689 -2.540 -2.734 0.283
O -0.819 -3.609 -1.816 -0.248
H -2.210 -1.835 -4.098 0.344
H -2.538 -1.472 -2.385 0.195
H -0.121 -2.887 -3.603 0.260
H -0.160 -1.699 -2.277 -0.253
O -2.473 13.304 2.956 -0.547
C -1.908 12.412 2.345 0.575
O -0.921 11.626 2.865 -0.337
C -0.692 10.584 1.935 -0.177
C -1.174 11.164 0.645 -0.164
O -2.180 12.072 1.051 -0.330
H 0.368 10.318 1.902 0.283
H -1.270 9.705 2.240 0.231
H -0.390 11.717 0.117 0.233
H -1.585 10.404 -0.026 0.229
O -5.727 -10.461 0.975 -0.542
C -5.230 -9.380 0.708 0.610
O -5.298 -8.781 -0.517 -0.339
C -4.807 -7.463 -0.358 -0.209
C -3.938 -7.564 0.854 0.053
O -4.534 -8.611 1.596 -0.353
H -4.251 -7.146 -1.244 0.216
H -5.655 -6.786 -0.209 0.264
H -2.909 -7.846 0.607 -0.027
H -3.923 -6.637 1.434 0.315
O 2.950 -9.276 -1.691 -0.551
C 1.788 -8.987 -1.456 0.582
O 1.387 -7.829 -0.855 -0.327
C -0.022 -7.774 -0.969 -0.001
C -0.411 -9.207 -1.132 -0.258
O 0.720 -9.782 -1.759 -0.343
H -0.466 -7.320 -0.079 0.225
H -0.283 -7.168 -1.844 0.070
H -0.575 -9.707 -0.171 0.291
H -1.302 -9.329 -1.753 0.314
O -0.858 1.281 5.241 -0.539
C -2.020 1.570 5.476 0.667
O -2.421 2.728 6.077 -0.307
C -3.830 2.783 5.962 -0.356
C -4.218 1.350 5.800 -0.291
O -3.088 0.775 5.173 -0.324
H -4.274 3.237 6.853 0.302
H -4.090 3.389 5.088 0.265
H -4.382 0.850 6.761 0.248
H -5.110 1.228 5.179 0.314
```

Its total energy is -3723.50707 Ha. The net charge is 0. The HOMO-LUMO gap comes out at 8.62 eV. As for the structure (SMILES): CC(=O)N(C)[C@H](C#N)[C@H](C#N)P(N)O.O=C1OCCO1.O=C1OCCO1.O=C1OCCO1.O=C1OCCO1.O=C1OCCO1.O=C1OCCO1.O=C1OCCO1.O=C1OCCO1.


Entry 3:
Molecular formula: C31H44As2BN8NiS
Method: DFT, the ωB97M-V functional and the def2-TZVPD basis

XYZ file:
```
88
Properties=species:S:1:pos:R:3:mulliken_charge:R:1
Ni 9.220 12.677 10.155 -0.809
C 6.105 12.473 12.410 -0.973
C 6.989 13.654 12.251 0.751
C 6.761 14.855 12.897 -1.464
C 7.793 15.709 12.552 0.843
C 8.068 17.148 12.902 -1.342
N 8.595 15.013 11.720 0.453
N 8.051 13.774 11.463 0.015
B 9.611 15.644 10.734 -0.718
N 8.940 15.501 9.363 1.037
N 8.718 14.278 8.895 0.059
C 8.438 14.345 7.591 0.894
C 7.928 13.220 6.751 -1.355
C 8.616 15.692 7.224 -1.483
C 8.908 16.401 8.348 0.974
C 9.264 17.878 8.516 -1.217
N 10.961 14.842 10.800 0.945
N 10.935 13.493 10.924 -0.039
C 12.183 13.138 10.927 1.165
C 12.622 11.730 11.072 -1.009
C 13.062 14.182 10.846 -1.637
C 12.243 15.302 10.756 1.058
C 12.580 16.746 10.806 -1.379
H 5.061 12.599 12.107 0.371
H 6.148 12.039 13.390 0.327
H 6.429 11.658 11.757 -0.109
H 6.032 15.080 13.657 0.449
H 7.343 17.400 13.664 0.368
H 8.127 17.791 12.022 0.187
H 9.073 17.105 13.342 0.322
H 9.832 16.792 10.866 -0.109
H 7.340 12.462 7.297 0.183
H 8.672 12.565 6.300 0.183
H 7.335 13.623 5.938 0.455
H 8.350 16.138 6.250 0.452
H 9.202 18.446 7.626 0.405
H 10.259 17.896 8.930 0.117
H 8.603 18.309 9.256 0.284
H 11.997 11.011 10.633 -0.080
H 12.689 11.382 12.093 0.315
H 13.590 11.593 10.582 0.296
H 14.132 14.115 11.000 0.521
H 13.659 16.761 10.870 0.441
H 12.152 17.203 11.695 0.255
H 12.300 17.321 9.906 0.171
C 9.087 9.896 12.806 -1.198
As 8.505 10.092 10.931 1.214
C 6.701 9.198 10.747 -1.483
C 9.454 8.523 10.069 0.450
C 10.466 7.904 10.791 -0.747
C 11.137 6.802 10.249 -1.128
C 10.664 6.278 9.013 -0.785
C 9.622 6.833 8.374 -0.550
C 9.020 8.031 8.816 0.389
As 7.878 9.039 7.635 0.537
C 6.442 7.819 7.200 -1.198
C 8.893 8.995 5.925 -0.993
H 9.439 8.925 13.197 0.463
H 8.366 10.344 13.517 0.359
H 9.938 10.577 12.873 0.337
H 5.972 9.762 10.202 0.357
H 6.387 9.008 11.741 0.589
H 6.823 8.165 10.288 0.364
H 10.760 8.196 11.746 0.373
H 11.964 6.277 10.699 0.451
H 11.119 5.435 8.502 0.399
H 9.340 6.421 7.381 0.203
H 6.783 6.808 6.886 0.346
H 5.810 8.172 6.417 0.447
H 5.825 7.687 8.083 0.355
H 8.955 7.986 5.488 0.412
H 9.858 9.486 6.100 0.170
H 8.342 9.669 5.264 0.429
N 14.789 11.760 5.832 -0.353
C 13.547 11.224 5.647 -0.310
S 13.194 10.397 4.256 -0.277
C 12.612 11.463 6.785 0.531
C 11.867 10.441 7.409 -1.563
C 10.887 10.802 8.292 -0.379
N 10.560 12.034 8.548 1.450
C 11.366 13.015 8.116 0.165
C 12.427 12.788 7.220 -1.373
H 15.582 11.367 5.327 0.241
H 14.891 12.255 6.732 0.211
H 12.071 9.424 7.096 0.600
H 10.218 10.017 8.684 0.388
H 11.063 14.060 8.404 -0.037
H 12.949 13.593 6.700 0.573
```

Its spin multiplicity is 3. Its total energy is -8048.48985 Ha. The net charge is +1. The HOMO-LUMO gap (spin up / spin down) comes out at 8.15 / 7.88 eV.